50
Properties=species:S:1:pos:R:3 method="wB97M-V/def2-TZVPD" lumo_ev="-5.265 / -7.663" orbital_gap_ev="6.699 / 6.373" molar_mass_g_mol=595.3 s2=6.03 homo_ha="-0.4397 / -0.5158" total_charge=+2 multiplicity=5 de_lowest_kj_mol=0.0 e_tot_ev=-45961.9512
P -0.175 -1.922 -1.169
P 0.161 2.164 -1.089
C -0.414 -0.512 -2.353
C 0.438 0.799 -2.309
H -1.495 -0.284 -2.391
H -0.178 -0.999 -3.312
H 1.518 0.569 -2.314
H 0.240 1.319 -3.262
C -1.453 2.893 -1.405
H -1.753 3.532 -0.562
H -2.236 2.143 -1.585
H -1.340 3.517 -2.299
C 1.382 3.390 -1.582
H 1.051 3.825 -2.530
H 2.361 2.913 -1.702
H 1.440 4.167 -0.814
C -1.365 -3.137 -1.756
H -1.398 -3.978 -1.055
H -1.029 -3.484 -2.737
H -2.358 -2.681 -1.833
C 1.453 -2.604 -1.533
H 2.219 -1.831 -1.689
H 1.336 -3.181 -2.459
H 1.778 -3.282 -0.731
Pt -0.049 0.101 3.416
C 0.440 2.065 0.621
C -0.845 1.467 1.155
C -1.604 0.409 0.478
C -1.720 -1.065 0.996
C -0.473 -1.942 0.550
C 0.784 -1.358 1.162
C 1.542 -0.286 0.513
C 1.675 1.171 1.058
C 0.205 -1.488 4.583
H 0.586 3.084 1.030
H -1.380 2.100 1.875
H -1.188 0.310 -0.536
H -2.642 0.776 0.321
H -1.859 -1.110 2.085
H -2.628 -1.504 0.529
H -0.634 -2.990 0.887
H 1.322 -2.020 1.853
H 1.072 -0.134 -0.477
H 2.570 -0.651 0.291
H 1.794 1.201 2.161
H 2.591 1.612 0.613
H 1.114 -1.209 5.145
H 0.325 -2.397 3.970
H -0.706 -1.479 5.206
I -0.474 2.000 4.983

***

25
Properties=species:S:1:pos:R:3 method="wB97M-V/def2-TZVPD" lumo_ev=-0.619 orbital_gap_ev=9.505 molar_mass_g_mol=1263.7 homo_ha=-0.3720 multiplicity=1 de_lowest_kj_mol=47.3 e_tot_ev=-1055901.2692
C -3.276 -1.433 -2.728
Br -4.986 -0.521 -2.445
Br -2.457 -1.058 -4.439
Br -3.555 -3.323 -2.324
H -2.614 -1.045 -1.966
C 0.293 0.268 0.958
Br -0.292 2.042 1.594
Br -0.203 0.029 -0.907
Br -0.560 -1.076 2.083
H 1.355 0.073 1.018
C 3.296 -1.905 -2.076
Br 3.295 -1.418 -0.163
Br 3.156 -3.805 -2.402
Br 4.942 -1.166 -2.771
H 2.459 -1.480 -2.611
C -2.173 3.893 -1.039
Br -3.236 4.508 0.460
Br -2.071 5.288 -2.420
Br -2.792 2.206 -1.817
H -1.176 3.722 -0.660
C 2.193 -0.682 5.049
Br 3.045 -0.738 3.273
Br 1.966 -2.522 5.651
Br 0.503 0.280 5.010
H 2.890 -0.139 5.670

***

8
Properties=species:S:1:pos:R:3 method="wB97M-V/def2-TZVPD" lumo_ev="-0.502 / -2.729" orbital_gap_ev="7.404 / 4.381" molar_mass_g_mol=149.9 s2=12.01 homo_ha="-0.2906 / -0.2613" multiplicity=7 de_lowest_kj_mol=149.8 e_tot_ev=-41786.4732
O -1.680 0.423 0.896
Li -1.129 -1.334 0.449
O -3.267 1.272 -0.445
O -2.610 -0.866 -0.633
C -2.577 0.296 -0.047
C 1.258 -0.974 0.105
O 2.355 -0.715 0.158
Mn 4.809 0.920 -0.784